Run a
C9H11N3 | the ωB97M-V functional and the def2-TZVPD basis

Geometry as XYZ:
```
23
C9H11N3 | OMol25 | the ωB97M-V functional and the def2-TZVPD basis
C 3.093 -1.468 -0.402
C 1.722 -0.848 -0.297
C 1.594 0.532 -0.025
C 0.388 1.074 0.329
C -1.292 2.448 0.643
C -0.809 0.382 0.019
C -0.691 -0.920 -0.318
C 0.523 -1.510 -0.411
C 0.570 -3.029 -0.801
H 2.962 -1.740 -1.420
H 3.880 -0.688 -0.414
H 3.448 -2.210 0.353
H 2.338 1.132 0.253
H -1.971 3.368 0.804
H -3.645 0.523 -0.334
H -3.004 -0.044 1.152
H -1.587 -1.529 -0.296
H -0.372 -3.443 -0.868
H 1.059 -3.267 -1.788
H 0.924 -3.789 -0.024
N 0.096 2.386 0.739
N -1.836 1.284 0.236
N -3.205 0.861 0.476
```

## Properties
HOMO-LUMO gap   8.973 eV
Total charge   0
LUMO energy   0.65 eV
Multiplicity   1

***

Run b
C9H11N3 | the ωB97M-V functional and the def2-TZVPD basis

Geometry as XYZ:
```
23
C9H11N3 | OMol25 | the ωB97M-V functional and the def2-TZVPD basis
C 3.480 0.909 -0.288
C 0.210 -1.481 -0.059
C -0.002 -0.177 -0.157
C 0.787 0.863 0.329
C 1.402 -2.008 0.623
C -1.278 0.449 -0.794
C -1.688 1.445 0.274
C -0.674 2.607 0.497
C 2.708 -1.299 0.163
N 4.061 1.647 -0.933
N 0.657 2.031 0.684
N 2.886 0.077 0.508
H -0.295 -2.289 -0.605
H 1.240 -1.791 1.659
H 1.487 -3.012 0.474
H -1.051 1.074 -1.592
H -2.171 -0.312 -1.069
H -2.535 1.923 -0.155
H -1.721 0.858 1.165
H -0.680 3.135 -0.527
H -0.928 3.204 1.302
H 3.628 -1.795 0.598
H 2.958 -1.298 -0.905
```

## Properties
HOMO-LUMO gap (alpha / beta)   7.943 / 7.945 eV
Total charge   0
LUMO energy (alpha / beta)   -0.34 / -0.34 eV
Multiplicity   1

***

It turns out run a is the most stable, with the second structure 62.2 kcal/mol higher.

***

Run a
C33H66O33 | the ωB97M-V functional and the def2-TZVPD basis

Geometry as XYZ:
```
132
C33H66O33 | OMol25 | the ωB97M-V functional and the def2-TZVPD basis
C 26.608 14.738 12.613
O 26.197 14.687 11.226
C 25.020 15.196 10.973
O 24.320 15.776 11.760
O 24.777 15.130 9.688
C 23.476 15.292 9.152
H 26.169 15.644 13.029
H 27.674 14.623 12.739
H 26.042 13.920 13.065
H 23.248 14.783 8.224
H 23.484 16.346 8.859
H 22.661 15.227 9.865
C 18.268 12.599 5.670
O 16.883 12.374 5.842
C 16.149 13.469 6.009
O 16.535 14.540 6.316
O 14.894 13.154 5.801
C 13.942 14.195 5.819
H 18.810 11.677 5.451
H 18.708 12.886 6.634
H 18.512 13.315 4.889
H 13.001 13.837 5.399
H 14.231 15.072 5.243
H 13.649 14.518 6.819
C 13.895 13.843 2.251
O 14.591 15.029 2.581
C 14.356 16.089 1.808
O 13.546 16.196 0.939
O 15.125 17.057 2.275
C 15.269 18.307 1.632
H 14.304 12.975 2.763
H 13.951 13.581 1.194
H 12.847 13.953 2.527
H 15.776 19.000 2.291
H 14.264 18.742 1.518
H 15.582 18.167 0.603
C 15.689 17.885 5.442
O 14.656 18.853 5.596
C 13.628 18.483 6.339
O 13.343 17.358 6.567
O 12.953 19.559 6.711
C 11.730 19.259 7.417
H 16.332 17.550 6.254
H 16.382 18.351 4.742
H 15.295 16.983 4.976
H 11.092 20.096 7.141
H 11.923 19.223 8.486
H 11.264 18.340 7.076
C 22.725 11.827 8.228
O 23.780 10.861 8.159
C 24.572 10.740 9.198
O 24.745 11.546 10.054
O 25.218 9.584 9.096
C 26.126 9.316 10.151
H 22.865 12.531 7.414
H 22.684 12.309 9.198
H 21.817 11.263 8.021
H 26.601 10.266 10.426
H 26.900 8.635 9.821
H 25.673 9.041 11.105
C 16.135 14.884 12.763
O 16.630 14.934 11.441
C 17.105 16.066 10.958
O 17.304 17.103 11.525
O 17.342 15.849 9.663
C 17.677 16.919 8.818
H 16.822 14.467 13.496
H 15.269 14.220 12.748
H 15.748 15.853 13.075
H 17.132 16.903 7.882
H 18.742 16.848 8.589
H 17.555 17.918 9.243
C 22.720 19.298 11.080
O 22.375 18.549 9.910
C 21.536 19.114 9.084
O 21.069 20.198 9.234
O 21.244 18.318 8.070
C 20.513 18.938 7.023
H 23.510 18.718 11.546
H 21.861 19.341 11.741
H 23.147 20.264 10.826
H 20.464 18.305 6.148
H 21.008 19.880 6.769
H 19.499 19.233 7.297
C 20.869 14.877 6.824
O 20.450 14.969 5.475
C 19.427 15.745 5.102
O 18.897 16.579 5.798
O 19.108 15.474 3.853
C 17.809 15.775 3.355
H 21.258 15.821 7.205
H 21.670 14.143 6.767
H 20.185 14.473 7.575
H 17.833 15.541 2.301
H 17.645 16.852 3.408
H 16.938 15.362 3.860
C 20.990 15.540 11.878
O 20.094 14.444 12.073
C 19.990 13.489 11.173
O 20.417 13.475 10.048
O 19.269 12.520 11.711
C 18.464 11.689 10.890
H 20.831 16.200 12.728
H 20.653 16.103 11.004
H 22.031 15.233 11.860
H 19.094 11.221 10.126
H 17.725 12.284 10.355
H 18.045 10.909 11.513
C 17.962 19.761 -0.193
O 19.091 18.989 -0.517
C 19.267 17.820 0.114
O 18.483 17.233 0.794
O 20.451 17.384 -0.321
C 20.755 16.021 0.048
H 17.038 19.233 -0.421
H 17.946 20.735 -0.669
H 17.903 19.954 0.883
H 21.668 15.784 -0.488
H 19.918 15.368 -0.190
H 20.936 15.972 1.124
C 15.646 17.335 -4.344
O 16.053 17.054 -3.009
C 16.342 15.807 -2.693
O 16.291 14.884 -3.445
O 16.585 15.762 -1.395
C 17.102 14.547 -0.844
H 16.313 16.829 -5.045
H 15.617 18.407 -4.475
H 14.684 16.850 -4.526
H 17.579 14.926 0.059
H 17.959 14.119 -1.369
H 16.314 13.810 -0.744
```

## Properties
HOMO-LUMO gap   11.032 eV
Total charge   0
LUMO energy   0.47 eV
Multiplicity   1

***

Run b
C33H66O33 | the ωB97M-V functional and the def2-TZVPD basis

Geometry as XYZ:
```
132
C33H66O33 | OMol25 | the ωB97M-V functional and the def2-TZVPD basis
C -3.136 -0.098 3.404
O -2.811 -1.102 4.336
C -2.016 -2.103 4.026
O -1.673 -2.384 2.899
O -1.676 -2.698 5.162
C -0.920 -3.898 5.055
H -2.275 0.462 3.039
H -3.902 0.539 3.838
H -3.610 -0.523 2.514
H -0.197 -3.950 5.864
H -0.517 -4.139 4.074
H -1.592 -4.742 5.242
C -4.957 -6.088 -0.040
O -4.200 -4.978 0.399
C -2.917 -5.156 0.656
O -2.229 -6.091 0.329
O -2.435 -4.050 1.228
C -1.060 -4.004 1.569
H -5.391 -6.590 0.829
H -4.335 -6.856 -0.499
H -5.790 -5.799 -0.675
H -0.389 -4.124 0.715
H -0.767 -4.863 2.177
H -0.940 -3.028 2.030
C 3.799 2.202 -7.577
O 4.801 2.670 -6.672
C 4.524 2.710 -5.387
O 3.481 2.510 -4.789
O 5.643 2.935 -4.732
C 5.706 3.108 -3.346
H 3.431 1.196 -7.392
H 4.141 2.258 -8.608
H 2.963 2.903 -7.557
H 5.760 2.160 -2.810
H 4.964 3.741 -2.855
H 6.624 3.688 -3.240
C 0.371 3.331 6.334
O 0.159 2.133 5.588
C 1.147 1.604 4.903
O 2.308 1.935 4.981
O 0.583 0.800 3.990
C 1.505 0.128 3.113
H 0.809 4.169 5.793
H 1.045 3.085 7.154
H -0.591 3.667 6.711
H 2.152 -0.454 3.766
H 2.058 0.807 2.465
H 0.927 -0.412 2.372
C -4.229 -3.309 0.889
O -4.784 -2.315 1.728
C -6.042 -1.927 1.550
O -6.855 -2.366 0.781
O -6.306 -1.051 2.518
C -7.604 -0.467 2.625
H -3.142 -3.367 0.849
H -4.526 -3.175 -0.153
H -4.534 -4.312 1.191
H -7.766 0.186 1.773
H -7.688 0.089 3.559
H -8.435 -1.154 2.798
C -5.266 3.408 2.788
O -5.578 2.414 1.827
C -4.691 2.128 0.903
O -3.647 2.704 0.725
O -5.067 1.034 0.223
C -4.189 0.417 -0.692
H -4.197 3.582 2.911
H -5.816 3.275 3.712
H -5.548 4.356 2.319
H -4.048 0.876 -1.670
H -4.667 -0.549 -0.860
H -3.216 0.195 -0.252
C 1.482 -2.044 -1.802
O 0.137 -2.398 -1.511
C -0.509 -3.279 -2.264
O 0.000 -3.969 -3.110
O -1.803 -3.205 -1.991
C -2.677 -4.121 -2.661
H 2.089 -2.935 -1.629
H 1.803 -1.285 -1.093
H 1.660 -1.714 -2.824
H -2.174 -5.087 -2.619
H -2.779 -3.844 -3.709
H -3.643 -4.180 -2.170
C 6.170 1.279 0.534
O 5.610 2.364 1.286
C 4.534 2.937 0.746
O 4.277 2.976 -0.426
O 3.815 3.508 1.715
C 2.724 4.319 1.276
H 6.984 0.952 1.175
H 6.551 1.640 -0.419
H 5.399 0.519 0.422
H 2.863 5.032 0.462
H 2.458 4.946 2.125
H 1.881 3.683 1.009
C 1.894 2.048 -2.034
O 0.815 1.137 -1.805
C 0.686 0.478 -0.654
O 1.515 0.340 0.210
O -0.515 -0.080 -0.670
C -0.893 -0.983 0.348
H 1.989 2.420 -3.053
H 2.855 1.593 -1.801
H 1.703 2.942 -1.441
H -0.383 -1.949 0.328
H -1.924 -1.307 0.222
H -0.734 -0.533 1.324
C 7.264 -2.333 0.130
O 6.111 -2.320 -0.712
C 5.955 -1.434 -1.661
O 6.775 -0.636 -2.065
O 4.692 -1.530 -2.119
C 4.348 -0.674 -3.218
H 7.493 -1.344 0.521
H 8.116 -2.751 -0.402
H 7.048 -2.978 0.978
H 3.772 -1.275 -3.916
H 5.212 -0.220 -3.702
H 3.795 0.194 -2.856
C -1.809 3.200 -1.353
O -1.390 3.137 -2.712
C -0.535 4.063 -3.110
O -0.123 5.007 -2.481
O -0.079 3.747 -4.319
C 0.909 4.606 -4.849
H -2.435 4.079 -1.223
H -0.933 3.238 -0.700
H -2.292 2.267 -1.100
H 1.883 4.506 -4.370
H 0.565 5.638 -4.784
H 1.064 4.334 -5.891
```

## Properties
HOMO-LUMO gap   7.511 eV
Total charge   0
LUMO energy   0.47 eV
Multiplicity   1

***

It turns out run a is the most stable, with the second structure 312.5 kcal/mol higher.

***

Run a
C3H4F2O | the ωB97M-V functional and the def2-TZVPD basis

Geometry as XYZ:
```
10
C3H4F2O | OMol25 | the ωB97M-V functional and the def2-TZVPD basis
C -0.085 1.262 -0.465
C -0.210 -0.004 0.023
C 0.063 -1.476 0.890
O 0.906 2.117 -0.686
F -1.534 -0.313 -0.291
F 0.419 -2.481 -0.023
H -0.952 1.547 -1.053
H -0.919 -1.498 1.368
H 0.843 -1.380 1.688
H 1.469 2.226 -1.450
```

## Properties
HOMO-LUMO gap   9.887 eV
Total charge   0
LUMO energy   0.57 eV
Multiplicity   1

***

Run b
C3H4F2O | the ωB97M-V functional and the def2-TZVPD basis

Geometry as XYZ:
```
10
C3H4F2O | OMol25 | the ωB97M-V functional and the def2-TZVPD basis
C 0.076 -0.659 -0.168
C 0.695 0.775 -0.424
C -0.637 0.520 0.159
H -0.132 -1.308 1.541
H -0.310 -1.250 -1.069
H 0.793 1.000 -1.492
H 1.713 0.928 0.084
O 0.685 -1.483 0.880
F -1.671 0.638 -0.813
F -1.213 0.840 1.302
```

## Properties
HOMO-LUMO gap   11.482 eV
Total charge   0
LUMO energy   0.77 eV
Multiplicity   1

***

Run c
C3H4F2O | the ωB97M-V functional and the def2-TZVPD basis

Geometry as XYZ:
```
10
C3H4F2O | OMol25 | the ωB97M-V functional and the def2-TZVPD basis
C -0.169 1.573 -1.198
C -0.409 0.531 -0.357
C 0.508 -1.465 0.942
O 0.588 -0.318 0.057
F -1.624 0.322 0.222
F -1.142 2.454 -1.462
H 0.752 1.999 -1.569
H -0.261 -2.176 0.607
H 0.254 -1.034 1.900
H 1.503 -1.886 0.859
```

## Properties
HOMO-LUMO gap   9.559 eV
Total charge   0
LUMO energy   0.84 eV
Multiplicity   1

***

It turns out run c is the most stable, with the second structure 9.5 kcal/mol higher.

***

Run a
C3H4F2O | the ωB97M-V functional and the def2-TZVPD basis

Geometry as XYZ:
```
10
C3H4F2O | OMol25 | the ωB97M-V functional and the def2-TZVPD basis
C 0.375 1.306 0.917
C 0.652 0.694 -0.215
C -0.176 -0.758 -0.620
O -1.390 -0.691 -0.045
F 0.552 -1.782 -0.056
F -0.177 -1.116 -1.884
H 1.142 1.841 1.279
H -0.472 1.262 1.537
H 1.439 0.829 -0.841
H -1.943 -1.585 -0.070
```

## Properties
HOMO-LUMO gap   11.156 eV
Total charge   0
LUMO energy   0.75 eV
Multiplicity   1

***

Run b
C3H4F2O | the ωB97M-V functional and the def2-TZVPD basis

Geometry as XYZ:
```
10
C3H4F2O | OMol25 | the ωB97M-V functional and the def2-TZVPD basis
C 1.804 -0.191 0.209
C -1.807 0.061 -0.549
C 0.687 0.085 -0.502
O -0.487 0.831 -0.021
F -1.742 -1.199 0.179
F -2.687 0.766 0.131
H 1.674 -0.116 1.247
H 0.472 -0.222 -1.444
H 2.544 -0.921 -0.275
H -0.458 0.906 1.025
```

## Properties
HOMO-LUMO gap   9.292 eV
Total charge   0
LUMO energy   0.42 eV
Multiplicity   1

***

It turns out run a is the most stable, with the second structure 73.0 kcal/mol higher.